DFT (ωB97M-V/def2-TZVPD) results for a molecular structure, C28H35AlClO2P2 at a distorted geometry.

CARTESIAN COORDINATES (ANGSTROEM)
1 C -3.6314 -1.8832 -0.2865
2 C -4.4291 -2.6313 -1.0933
3 C -3.9900 -3.3065 -2.3557
4 Al -2.0206 -3.7533 -2.3843
5 P -0.6632 -1.9456 -3.0427
6 C -1.7900 -0.6357 -3.7714
7 O -0.0205 -1.2706 -1.6101
8 P -1.1975 -4.6002 -0.3268
9 O -1.6655 -6.2082 -0.2180
10 Cl 0.8953 -4.7438 -0.7269
11 H -3.4983 -2.0636 0.7721
12 H -3.1308 -1.0149 -0.7169
13 H -5.4832 -2.7146 -0.8192
14 H -4.2178 -2.6616 -3.2197
15 H -4.5802 -4.2137 -2.4882
16 H -1.8211 -4.9120 -3.4959
17 H -2.6037 -0.4426 -3.0700
18 H -1.2171 0.2817 -3.8804
19 H -2.1855 -0.9710 -4.7230
20 H -0.7272 -1.1569 -0.9558
21 H -0.9843 -6.7380 0.2186
22 C 2.7857 -0.2278 -2.2541
23 C 3.9500 -0.2393 -1.4963
24 C 5.0574 0.4953 -1.9019
25 C 5.0001 1.2511 -3.0649
26 C 3.8367 1.2666 -3.8229
27 C 2.7335 0.5253 -3.4195
28 H 1.9181 -0.8012 -1.9414
29 H 3.9931 -0.8245 -0.5862
30 H 5.9657 0.4790 -1.3115
31 H 5.8617 1.8272 -3.3804
32 H 3.7907 1.8568 -4.7304
33 H 1.8279 0.5314 -4.0131
34 C 2.8636 -6.0625 2.2174
35 C 2.6552 -6.8745 1.1118
36 C 2.9682 -8.2264 1.1784
37 C 3.4812 -8.7666 2.3508
38 C 3.6867 -7.9531 3.4565
39 C 3.3810 -6.6002 3.3884
40 H 2.6194 -5.0092 2.1629
41 H 2.2464 -6.4452 0.2026
42 H 2.8108 -8.8599 0.3144
43 H 3.7207 -9.8217 2.4026
44 H 4.0850 -8.3735 4.3718
45 H 3.5448 -5.9645 4.2497
46 C -3.7375 3.5204 0.3850
47 C -2.7803 4.3231 0.9902
48 C -1.4311 4.0280 0.8425
49 C -1.0400 2.9353 0.0802
50 C -1.9968 2.1353 -0.5281
51 C -3.3456 2.4255 -0.3721
52 H -4.7894 3.7481 0.5033
53 H -3.0863 5.1796 1.5793
54 H -0.6840 4.6502 1.3205
55 H 0.0111 2.7062 -0.0397
56 H -1.6906 1.2840 -1.1237
57 H -4.0908 1.7967 -0.8426
58 C -0.1648 9.0747 4.5000
59 C 0.2039 9.6047 3.2714
60 C -0.2246 9.0006 2.0977
61 C -1.0292 7.8709 2.1521
62 C -1.4006 7.3429 3.3814
63 C -0.9654 7.9423 4.5550
64 H 0.1722 9.5442 5.4153
65 H 0.8267 10.4891 3.2286
66 H 0.0682 9.4102 1.1395
67 H -1.3667 7.4016 1.2364
68 H -2.0292 6.4625 3.4246
69 H -1.2509 7.5271 5.5129

Force components x, y, z for each atom (eV/Å):
-0.2 0.4 -0.3
0.1 0.1 0.1
-0.1 1.3 -0.4
-0.6 -0.6 -0.9
1.0 -0.1 -0.5
0.2 -0.2 1.4
-1.1 0.4 -0.1
0.1 0.3 1.4
0.3 -0.1 -0.6
-0.4 0.1 -0.5
-1.3 0.9 0.5
1.5 -0.9 -0.2
0.2 -1.5 0.9
0.1 -0.2 -0.3
-0.2 0.0 0.0
0.0 0.0 -0.1
-0.3 0.2 -0.2
0.1 0.1 -0.3
0.0 -0.1 -0.2
0.3 -0.1 0.0
-0.2 0.2 0.1
0.0 -0.1 0.1
0.0 0.1 -0.1
0.0 0.0 0.0
0.0 0.0 0.0
0.0 0.0 0.0
0.1 0.1 0.0
0.2 0.1 -0.1
0.0 0.0 0.0
0.0 0.0 0.0
0.0 0.0 0.0
0.0 0.0 0.0
0.0 0.0 0.0
0.0 0.0 0.1
0.1 -0.1 -0.2
0.0 0.0 0.1
0.0 0.0 0.0
0.0 0.0 0.0
0.0 0.0 0.0
0.0 0.0 0.0
0.1 -0.2 0.2
0.0 0.0 0.0
0.0 0.0 0.0
0.0 0.0 0.0
0.0 0.0 0.0
0.0 0.0 0.0
0.0 0.0 0.0
0.0 0.0 0.0
0.0 0.0 0.0
0.0 0.0 0.0
0.0 0.0 0.0
0.0 0.0 0.0
0.0 0.0 0.0
0.0 0.0 0.0
0.0 0.0 0.0
0.0 0.0 0.0
0.0 0.0 0.0
0.0 0.0 0.0
0.0 0.0 0.0
0.0 0.0 0.0
0.0 0.0 0.0
0.0 0.0 0.0
0.0 0.0 0.0
0.0 0.0 0.0
0.0 0.0 0.0
0.0 0.0 0.0
0.0 0.0 0.0
0.0 0.0 0.0
0.0 0.0 0.0

Its multiplicity is 1. The value obtained for the calculated total energy is -2623.7670 hartree. The net charge is -1.